{
  "formula": "C34H40ErN4",
  "method": "the ωB97M-V functional and the def2-TZVPD basis",
  "symbols": ["Er", "N", "N", "C", "C", "C", "C", "H", "H", "H", "C", "C", "H", "H", "H", "C", "C", "H", "H", "H", "C", "H", "H", "H", "C", "H", "H", "H", "C", "H", "C", "H", "C", "H", "C", "H", "C", "C", "H", "C", "C", "H", "C", "H", "N", "C", "C", "C", "H", "C", "C", "H", "H", "H", "C", "H", "C", "C", "H", "H", "H", "C", "H", "H", "H", "N", "C", "C", "C", "C", "C", "C", "H", "H", "H", "H", "H", "H", "H"],
  "coordinates": [[0.512610, -0.720860, 0.187978], [1.243807, -2.985089, 3.701052], [0.066134, -2.276522, -1.738404], [1.257144, 1.880225, 0.211259], [2.349275, 1.005881, 0.536861], [2.211615, 0.653686, 1.916529], [3.146347, -0.136620, 2.742952], [4.037515, -0.431732, 2.176365], [2.663310, -1.106481, 3.075238], [3.440211, 0.387983, 3.660436], [1.015536, 1.227650, 2.413379], [0.518413, 1.063102, 3.803065], [0.958028, 1.783613, 4.514565], [0.745346, 0.055474, 4.181603], [-0.571622, 1.175166, 3.868483], [0.434734, 2.008781, 1.380535], [-0.784504, 2.844593, 1.549443], [-1.567856, 2.298918, 2.098087], [-1.216264, 3.135776, 0.582706], [-0.601068, 3.777867, 2.114784], [3.396813, 0.480062, -0.392974], [4.294356, 1.121715, -0.421268], [3.042291, 0.404865, -1.435580], [3.718960, -0.529744, -0.088021], [1.059246, 2.549469, -1.106250], [0.005428, 2.822886, -1.262947], [1.345776, 1.887766, -1.939089], [1.657062, 3.472978, -1.229934], [0.267887, -3.350721, 4.503296], [0.392652, -3.152905, 5.593569], [-0.894735, -4.043852, 4.064281], [-1.578054, -4.528008, 4.803205], [-1.081815, -4.120115, 2.684717], [-1.974785, -4.629301, 2.291631], [-0.149487, -3.528705, 1.774797], [-0.349295, -3.485895, 0.685226], [1.100991, -2.900102, 2.328608], [2.412941, -2.384339, 1.896542], [2.738329, -2.988453, 1.025504], [-0.129489, -1.071048, -2.092839], [1.051202, -2.984575, -2.535800], [1.759149, -3.719960, -2.168958], [0.852093, -2.281131, -3.731844], [1.087009, -2.641074, -4.734642], [0.133630, -1.108715, -3.509839], [0.046040, 0.117611, -4.056326], [1.140440, 0.545358, -4.812403], [0.956099, 1.733542, -5.506945], [1.750166, 2.039001, -6.207674], [-0.193849, 2.492006, -5.308637], [-0.404081, 3.709581, -6.155755], [-0.950630, 4.477731, -5.578721], [-0.989901, 3.479574, -7.070023], [0.578874, 4.104588, -6.469161], [-1.139715, 2.161227, -4.335496], [-2.006931, 2.807737, -4.122592], [-1.020022, 0.971976, -3.633990], [-2.005010, 0.635545, -2.544736], [-2.055061, -0.425922, -2.272651], [-3.005522, 0.914788, -2.885302], [-1.838370, 1.221730, -1.630755], [2.422264, -0.221575, -4.826762], [2.316214, -1.254129, -5.151923], [2.937902, -0.230483, -3.860372], [3.074554, 0.269049, -5.551368], [-2.059958, -0.634071, 1.029601], [-2.640083, -0.312822, 2.337887], [-1.981854, -0.768078, 3.475476], [-2.590950, -0.665951, 4.737620], [-3.876096, -0.125800, 4.861533], [-4.515586, 0.382184, 3.724525], [-3.888506, 0.317105, 2.465429], [-2.127891, -1.642864, 0.847680], [-2.601086, -0.191822, 0.278748], [-0.992554, -1.234178, 3.367908], [-2.069221, -1.026976, 5.630791], [-4.370046, -0.105490, 5.838655], [-5.517410, 0.814290, 3.824042], [-4.399069, 0.713024, 1.583362]],
  "forces_ev_per_angstrom": [[0.804, -0.049, 2.589], [-1.862, 1.305, 2.133], [4.247, -2.475, 5.309], [-0.431, -0.641, 0.332], [-0.734, 0.017, 0.588], [-0.015, 0.015, -0.210], [0.155, 0.274, 1.203], [-0.255, -0.012, 0.342], [0.861, 0.976, -0.373], [0.196, 0.611, -0.085], [0.259, -0.173, -0.959], [-0.258, -0.049, 0.689], [-0.001, -0.129, -0.231], [0.092, 0.232, -0.065], [0.299, 0.167, -0.035], [0.478, -0.721, -0.587], [-0.592, 0.306, -0.027], [0.165, 0.146, -0.080], [0.072, -0.004, 0.129], [0.043, -0.312, -0.191], [0.577, -0.011, -0.202], [-0.165, -0.172, -0.045], [-0.003, 0.072, 0.167], [-0.105, 0.291, -0.013], [-0.072, 0.330, -0.558], [0.248, -0.026, -0.038], [-0.109, 0.192, 0.117], [-0.166, -0.256, 0.137], [-0.308, -0.722, -0.165], [0.153, -0.366, -0.677], [-0.180, -0.011, 0.599], [0.517, 0.564, -0.808], [0.673, 0.525, -1.044], [0.404, 0.184, 0.064], [-0.005, 0.773, 0.980], [0.188, -0.361, 0.617], [1.888, -1.117, -0.366], [-3.276, -1.947, -2.925], [-0.144, 0.004, -0.888], [-0.614, -0.552, -2.780], [-3.730, 2.861, -2.133], [-0.767, -0.265, -0.251], [1.127, -1.478, -0.103], [0.135, 0.464, 0.418], [0.036, -1.608, 3.611], [0.294, 1.790, -0.764], [-1.185, 0.519, -0.219], [0.354, -0.102, 0.029], [-0.521, 0.157, 0.349], [-0.079, 0.524, -0.319], [-0.028, 0.513, -0.235], [0.278, -0.189, -0.402], [0.274, 0.130, 0.448], [-0.525, 0.049, 0.051], [0.176, -0.167, 0.012], [0.583, -0.172, -0.207], [0.649, -0.607, -0.840], [-1.295, 0.054, -0.353], [-0.032, 0.635, -0.239], [-0.139, 0.242, -0.146], [0.322, -0.221, -0.127], [0.540, 0.183, -0.869], [0.148, 0.304, 0.006], [-0.248, 0.031, -0.021], [0.210, 0.011, 0.089], [-0.051, 0.217, -0.283], [-0.219, -0.473, -0.135], [0.037, -0.257, 0.340], [-0.118, 0.025, -0.289], [0.285, -0.009, -0.283], [0.297, 0.029, -0.200], [-0.095, -0.213, 0.336], [-0.092, 0.195, 0.434], [0.234, -0.024, 0.371], [-0.487, 0.124, 0.106], [-0.135, 0.067, -0.478], [0.185, 0.065, -0.409], [0.427, -0.101, -0.163], [0.131, -0.176, 0.225]],
  "spin_multiplicity": 4,
  "energy_ev": -69482.80978,
  "lumo_ev": [2.3, 2.3],
  "charge": -1,
  "s_squared": 3.757,
  "orbital_gap_ev": [4.04, 4.06],
  "e_homo_ev": [-1.70, -1.72]
}